Computed, not measured: a cluster of 2 separate species, C26H38Br2FNO8PS in total in a non-equilibrium geometry, with wB97M-V/def2-TZVPD.

Atoms and positions in Å:
C (3.211, -4.002, 1.376)
C (2.178, -4.350, 0.437)
C (2.338, -4.096, -1.148)
O (3.148, -3.236, -1.609)
O (1.577, -4.875, -2.111)
C (0.246, -4.239, -2.133)
C (-0.051, -3.587, -3.578)
C (0.117, -1.997, -3.427)
C (-1.074, -1.315, -2.538)
C (-1.007, 0.251, -2.768)
C (-1.249, 1.285, -1.611)
C (-1.768, 0.859, -0.168)
C (-2.987, -0.230, -0.172)
C (-4.007, 0.057, -1.412)
O (-4.506, -0.916, -2.025)
F (-4.356, 1.360, -1.856)
O (-2.520, 2.067, 0.277)
C (-2.577, 2.219, 1.699)
C (-3.209, 3.711, 1.952)
C (-3.979, 3.819, 3.360)
C (-5.321, 2.924, 3.445)
Br (-4.560, 5.710, 3.754)
C (-1.181, 2.207, 2.488)
N (-0.119, 1.768, 1.479)
C (1.194, 1.869, 2.167)
C (2.193, 2.797, 1.268)
O (1.965, 4.044, 1.109)
C (3.468, 2.222, 0.498)
C (4.180, 0.990, 1.142)
C (5.418, 0.287, 0.473)
C (5.962, 0.835, -0.877)
C (5.256, 2.095, -1.523)
C (4.008, 2.787, -0.859)
C (-0.567, 0.472, 0.893)
Br (1.064, -0.251, -0.073)
P (-1.005, -0.915, 2.100)
O (-0.890, -2.398, 1.194)
O (-2.486, -0.765, 2.927)
S (0.315, -1.180, 3.537)
H (4.215, -4.563, 1.378)
H (3.008, -3.131, 2.092)
H (1.183, -4.813, 0.802)
H (0.243, -3.479, -1.276)
H (-0.587, -4.998, -1.899)
H (-1.117, -3.780, -3.964)
H (0.737, -3.971, -4.334)
H (1.111, -1.713, -2.898)
H (0.128, -1.491, -4.452)
H (-0.933, -1.712, -1.481)
H (-2.056, -1.710, -3.008)
H (-1.737, 0.488, -3.640)
H (0.036, 0.476, -3.230)
H (-0.269, 1.890, -1.445)
H (-1.976, 2.094, -2.022)
H (-2.645, -1.303, -0.328)
H (-3.676, -0.113, 0.750)
H (-3.389, 1.520, 2.147)
H (-2.447, 4.544, 1.781)
H (-4.020, 3.820, 1.131)
H (-3.268, 3.472, 4.201)
H (-5.648, 2.506, 2.417)
H (-5.055, 1.986, 4.076)
H (-6.197, 3.449, 3.963)
H (-0.926, 3.297, 2.789)
H (-1.158, 1.602, 3.455)
H (-0.059, 2.448, 0.679)
H (1.064, 2.471, 3.149)
H (1.775, 0.942, 2.431)
H (3.825, 0.524, 2.135)
H (5.870, -0.628, 0.980)
H (6.856, 0.304, -1.368)
H (5.719, 2.468, -2.507)
H (3.493, 3.675, -1.353)
H (-1.795, -2.801, 1.261)
H (-3.034, -1.569, 2.744)
O (4.902, -3.245, -4.559)
H (4.696, -4.183, -4.655)
H (4.714, -3.059, -3.629)

Its charge is +1. The LUMO energy comes out at -4.02 eV. The calculation puts the total energy at -208356.045 eV. Its HOMO energy is -11.101 eV. For the orbital gap, the calculation gives 7.08 eV.